Record 1
ORCA calculation (ωB97M-V/def2-TZVPD) on a molecular structure, C48H54GeN8OSTc in a non-equilibrium geometry.

HOMO level (alpha / beta) = -0.22902 / -0.23546 Ha
HOMO-LUMO gap (alpha / beta) = 5.8 / 6.2 eV
Expectation value of S² = 0.8520
Spin multiplicity = 2
Total charge = 0
E_LUMO (alpha / beta) = -0.417 / -0.167 eV

Cartesian coordinates (Å):
Tc1 -0.037 0.248 -0.272
Ge1 0.769 5.260 0.042
S1 1.383 2.190 -0.432
O1 0.234 -0.284 -2.294
N1 4.267 -0.023 -1.718
N2 -0.367 0.325 1.705
N3 2.419 -0.384 -2.976
N4 2.146 -0.907 1.366
N5 -2.535 -0.241 -1.743
N6 -1.941 0.185 -0.536
N7 -2.973 0.252 0.450
N8 1.590 -0.734 0.114
C1 -2.523 -3.900 -1.111
C2 -3.828 -0.899 2.392
C3 4.880 0.651 -2.882
C4 1.678 1.980 4.344
C5 3.034 0.396 3.206
C6 -2.213 -2.551 -1.030
C7 -4.938 -2.037 4.347
C8 -0.028 5.327 1.816
C9 0.253 3.578 -0.823
C10 2.426 -1.532 -0.814
C11 4.389 2.072 -3.155
C12 0.968 -1.156 -6.886
C13 -0.376 -1.478 -7.043
C14 -2.503 -1.329 4.304
C15 -1.548 3.195 -4.537
C16 3.058 -0.567 -1.858
C17 -3.437 0.782 -2.281
C18 -4.304 -3.407 -2.618
C19 -3.565 -4.348 -1.916
C20 0.128 6.759 -1.022
C21 -1.500 -0.222 2.363
C22 1.466 -0.852 -5.626
C23 3.088 -1.931 1.334
C24 -2.664 2.023 -2.730
C25 0.617 1.652 3.519
C26 -2.178 2.063 -4.036
C27 2.707 5.333 0.228
C28 2.912 1.345 4.204
C29 1.107 -0.503 -3.153
C30 -4.207 0.725 0.027
C31 -1.412 -0.779 3.643
C32 -2.938 -1.596 -1.757
C33 4.094 1.730 5.065
C34 -4.009 -2.049 -2.535
C35 3.307 -2.351 0.097
C36 -1.220 -1.497 -5.937
C37 -0.725 -1.181 -4.680
C38 -2.757 -0.292 1.738
C39 -4.499 1.023 -1.241
C40 0.726 0.676 2.529
C41 1.959 0.063 2.382
C42 5.390 1.494 -0.073
C43 4.986 0.069 -0.432
C44 -2.494 3.144 -1.926
C45 -1.407 4.320 -3.733
C46 0.619 -0.861 -4.521
C47 -1.877 4.288 -2.425
C48 -3.740 -1.400 3.683
H1 0.120 6.315 2.264
H2 4.685 0.026 -3.750
H3 -4.743 -2.228 5.403
H4 -5.463 1.446 -1.504
H5 -0.938 6.928 -0.836
H6 0.445 4.574 2.454
H7 3.029 6.230 0.767
H8 4.519 2.151 -0.104
H9 3.536 -2.268 2.258
H10 -5.193 -2.991 3.878
H11 -3.859 0.381 -3.196
H12 5.957 0.645 -2.704
H13 0.675 7.671 -0.754
H14 -0.764 -1.715 -8.027
H15 -4.928 0.862 0.820
H16 4.707 2.772 -2.380
H17 3.300 2.095 -3.209
H18 -0.342 2.146 3.634
H19 -3.802 -5.403 -1.984
H20 2.510 -0.596 -5.489
H21 0.272 6.568 -2.092
H22 -1.402 -2.235 -0.389
H23 4.859 0.952 5.062
H24 5.862 -0.582 -0.460
H25 4.796 2.413 -4.112
H26 3.018 4.448 0.788
H27 3.192 5.318 -0.756
H28 3.998 -0.083 3.045
H29 -1.102 5.121 1.767
H30 3.789 1.903 6.099
H31 -1.756 5.155 -1.783
H32 -1.941 -4.610 -0.531
H33 -0.939 5.216 -4.125
H34 -2.860 3.134 -0.903
H35 3.977 -3.137 -0.224
H36 4.331 -0.289 0.347
H37 -2.375 -1.728 5.306
H38 1.550 2.746 5.105
H39 -4.768 -1.013 1.861
H40 -0.743 3.314 -0.468
H41 -5.821 -1.395 4.280
H42 -2.267 -1.758 -6.054
H43 5.782 1.495 0.949
H44 -0.452 -0.775 4.141
H45 -4.640 -1.354 -3.072
H46 -2.287 1.185 -4.671
H47 0.186 3.715 -1.905
H48 -1.179 3.203 -5.558
H49 1.626 -1.138 -7.748
H50 -1.367 -1.185 -3.805
H51 -5.140 -3.724 -3.233
H52 1.801 -2.174 -1.418
H53 6.168 1.893 -0.729
H54 4.557 2.652 4.703

=====

Record 2
ORCA calculation (ωB97M-V/def2-TZVPD) on a molecular structure, H22NeO11 in a non-equilibrium geometry.

HOMO level = -0.36210 Ha
HOMO-LUMO gap = 9.5 eV
Spin multiplicity = 1
Total charge = 0
E_LUMO = -0.363 eV
Relative energy (zero: lowest compared OMol25 entry of this formula, charge and spin) = 15.7 kcal/mol

Cartesian coordinates (Å):
Ne1 -0.948 0.101 -0.249
O1 -1.385 1.010 3.261
O2 -1.536 -2.734 1.752
O3 1.940 0.490 -2.391
O4 -2.733 -1.134 -2.845
O5 -0.891 0.998 -3.050
O6 -2.033 3.279 1.692
O7 0.581 -1.315 3.043
O8 0.053 4.011 0.406
O9 2.670 0.798 0.205
O10 2.200 -2.174 -1.287
O11 -0.533 -2.602 -1.281
H1 -1.303 -2.605 0.833
H2 -1.938 2.381 2.010
H3 -2.299 3.780 2.463
H4 -1.062 1.870 -2.694
H5 0.622 3.241 0.396
H6 -2.295 -1.625 -2.150
H7 -2.132 -0.416 -3.046
H8 2.164 1.346 -2.757
H9 1.405 -1.488 2.588
H10 -0.810 0.333 2.904
H11 2.197 0.548 -1.471
H12 2.944 -2.691 -1.594
H13 0.409 -2.453 -1.365
H14 3.332 0.114 0.299
H15 -0.025 -1.971 2.699
H16 -0.821 1.521 3.842
H17 2.289 -1.334 -1.737
H18 -0.741 3.716 0.852
H19 0.058 0.894 -2.986
H20 -1.539 -3.684 1.869
H21 -0.619 -3.551 -1.190
H22 2.781 1.349 0.980

=====

Record 3
ORCA calculation (ωB97M-V/def2-TZVPD) on 10 unconnected molecules or ions with the total composition C22H49N3O7S3 in a non-equilibrium geometry.

HOMO level = -0.28563 Ha
HOMO-LUMO gap = 8.0 eV
Spin multiplicity = 1
Total charge = 0
E_LUMO = 0.221 eV

Cartesian coordinates (Å):
S1 20.908 9.851 -1.928
S2 26.797 5.169 -3.951
S3 23.935 7.847 -10.389
O1 21.877 3.013 -0.594
O2 26.040 5.733 -2.730
O3 19.933 8.685 -1.735
O4 17.483 3.505 -7.253
O5 18.338 8.736 -4.975
O6 22.273 11.154 -5.948
O7 23.265 9.223 -10.123
N1 22.506 3.557 -5.281
N2 19.913 5.646 -5.566
N3 19.744 6.226 -0.367
C1 22.287 3.657 -1.778
C2 28.459 5.866 -3.801
C3 19.323 4.264 0.780
C4 22.506 6.751 -10.751
C5 21.338 6.613 -4.253
C6 23.047 10.018 -5.617
C7 21.819 6.750 -5.558
C8 20.303 11.459 -1.184
C9 26.258 6.121 -5.452
C10 21.526 2.542 -5.304
C11 20.804 6.223 -6.358
C12 22.210 9.571 -0.651
C13 18.935 5.112 -0.269
C14 20.348 4.960 1.391
C15 23.629 3.067 -5.909
C16 24.651 7.865 -12.107
C17 16.805 3.229 -6.098
C18 18.979 9.493 -6.017
C19 22.181 1.364 -5.797
C20 20.128 5.901 -4.242
C21 20.641 6.061 0.613
C22 23.421 1.756 -6.249
H1 19.000 8.283 -4.447
H2 25.598 8.402 -12.045
H3 21.404 6.814 0.739
H4 23.229 9.365 -0.977
H5 22.730 9.534 -4.694
H6 21.507 3.825 -2.521
H7 24.438 3.699 -6.246
H8 20.787 6.109 -7.432
H9 16.675 4.150 -5.530
H10 18.920 3.294 1.028
H11 28.486 6.955 -3.775
H12 25.395 5.808 -6.040
H13 27.076 6.095 -6.172
H14 19.500 8.877 -6.750
H15 24.099 8.344 -12.915
H16 20.524 2.618 -4.907
H17 28.911 5.483 -2.886
H18 19.351 5.566 -3.570
H19 22.230 6.252 -9.822
H20 21.689 7.385 -11.095
H21 22.797 2.854 -2.309
H22 17.120 4.334 -7.573
H23 20.950 12.281 -1.489
H24 29.115 5.504 -4.592
H25 22.384 4.492 -4.919
H26 21.375 3.615 -0.041
H27 25.049 6.903 -12.429
H28 19.272 11.490 -1.537
H29 22.585 10.465 -0.154
H30 24.079 10.316 -5.433
H31 22.946 9.343 -6.467
H32 21.771 6.948 -3.322
H33 15.871 2.743 -6.377
H34 20.401 11.445 -0.098
H35 22.775 5.975 -11.467
H36 19.782 10.102 -5.601
H37 18.286 10.093 -6.607
H38 18.153 4.988 -1.003
H39 19.131 5.108 -5.910
H40 20.901 4.770 2.299
H41 21.806 0.364 -5.960
H42 21.873 10.792 -6.742
H43 24.078 1.083 -6.780
H44 26.118 7.139 -5.090
H45 19.852 6.899 -1.112
H46 22.922 4.538 -1.688
H47 22.806 7.059 -5.868
H48 17.146 2.654 -5.236
H49 21.852 8.927 0.152

=====

Record 4
ORCA calculation (ωB97M-V/def2-TZVPD) on 7 unconnected molecules or ions with the total composition C30H44INO26S3 in a non-equilibrium geometry.

HOMO level = -0.34674 Ha
SMILES = CC[C@@H](I)OC(=O)N(SCC(=O)OC[C@@H](C)OC(=O)CS)S(C)(=O)=O.O=C1OCCO1.O=C1OCCO1.O=C1OCCO1.O=C1OCCO1.O=C1OCCO1.O=C1OCCO1
HOMO-LUMO gap = 9.4 eV
Spin multiplicity = 1
Total charge = 0
E_LUMO = -0.002 eV

Cartesian coordinates (Å):
I1 -2.387 -2.642 1.651
S1 -3.029 0.022 -1.629
S2 -1.738 2.420 -0.774
S3 3.878 1.290 0.794
O1 5.546 2.541 3.546
O2 -2.306 -5.581 -1.963
O3 -3.790 -1.073 -1.137
O4 -4.915 -4.356 -5.351
O5 3.459 -0.250 6.725
O6 -0.811 2.296 7.173
O7 -0.086 -5.736 -2.262
O8 -4.571 6.556 -5.129
O9 0.262 4.264 6.961
O10 -3.888 1.022 -2.190
O11 4.230 1.765 6.151
O12 -4.002 -3.079 -3.733
O13 -4.682 4.998 -3.506
O14 5.638 0.239 7.016
O15 -0.576 -1.017 -0.215
O16 3.602 -1.020 -1.687
O17 -0.282 3.514 8.993
O18 7.316 3.511 4.500
O19 -1.491 -7.094 -3.384
O20 -4.543 -2.189 -5.727
O21 4.248 -2.182 0.074
O22 0.185 1.660 -2.937
O23 2.076 2.050 -1.814
O24 5.629 4.782 3.723
O25 -5.572 4.574 -5.510
O26 -0.828 0.466 1.420
N1 -2.217 0.799 -0.349
C1 2.773 1.072 -2.594
C2 0.575 4.642 9.202
C3 7.452 2.105 4.749
C4 -2.886 -7.395 -3.244
C5 -1.962 -0.509 -2.941
C6 -3.433 -6.106 -2.676
C7 -1.195 -2.335 -0.094
C8 3.637 -1.228 -0.344
C9 2.164 -1.118 -3.559
C10 6.118 3.716 3.907
C11 0.047 2.459 -0.664
C12 -1.189 -6.105 -2.509
C13 -5.429 3.783 -3.361
C14 -1.201 0.055 0.350
C15 2.981 -0.287 0.643
C16 0.742 1.997 -1.929
C17 -4.900 -2.754 -6.993
C18 2.307 0.551 6.428
C19 -4.443 -3.196 -4.830
C20 0.518 5.345 7.864
C21 -4.908 5.484 -4.751
C22 -5.566 -4.052 -6.591
C23 -0.327 3.262 7.663
C24 -5.595 3.334 -4.793
C25 4.545 0.552 6.665
C26 1.204 -2.868 -0.768
C27 6.521 1.507 3.720
C28 -0.083 -3.396 -0.136
C29 2.897 1.689 5.629
C30 2.440 -0.386 -2.246
H1 1.690 -2.187 -0.082
H2 -0.414 -4.265 -0.685
H3 2.949 1.476 4.560
H4 1.882 -3.684 -0.985
H5 3.822 1.224 -2.383
H6 7.011 1.323 2.762
H7 -6.635 -3.936 -6.409
H8 -1.822 0.271 -3.673
H9 -3.323 -7.654 -4.204
H10 -2.508 -1.315 -3.418
H11 -3.720 -5.401 -3.448
H12 0.134 -3.668 0.891
H13 1.942 -0.099 0.399
H14 -4.275 -6.258 -2.005
H15 1.573 -0.023 5.870
H16 8.484 1.789 4.622
H17 2.231 -2.185 -3.406
H18 1.543 -0.489 -1.643
H19 1.577 4.283 9.444
H20 -4.888 3.062 -2.756
H21 0.212 5.256 10.021
H22 1.446 5.850 7.609
H23 -4.766 2.712 -5.134
H24 -1.009 -0.905 -2.613
H25 2.975 -0.790 1.596
H26 0.962 -2.383 -1.711
H27 7.136 1.893 5.770
H28 -5.562 -2.088 -7.540
H29 -6.382 4.010 -2.880
H30 2.368 2.628 5.775
H31 2.891 -0.781 -4.289
H32 1.858 0.885 7.364
H33 2.873 2.175 0.810
H34 -5.414 -4.849 -7.313
H35 -3.992 -2.912 -7.578
H36 6.053 0.586 4.061
H37 0.284 3.516 -0.562
H38 2.649 1.283 -3.648
H39 -3.000 -8.241 -2.563
H40 1.185 -0.838 -3.929
H41 -1.797 -2.482 -0.976
H42 0.455 1.974 0.218
H43 -6.529 2.806 -4.966
H44 -0.305 6.059 7.800

=====

Copy entry 2 word for word.
ORCA calculation (ωB97M-V/def2-TZVPD) on a molecular structure, H22NeO11 in a non-equilibrium geometry.

HOMO level = -0.36210 Ha
HOMO-LUMO gap = 9.5 eV
Spin multiplicity = 1
Total charge = 0
E_LUMO = -0.363 eV
Relative energy (zero: lowest compared OMol25 entry of this formula, charge and spin) = 15.7 kcal/mol

Cartesian coordinates (Å):
Ne1 -0.948 0.101 -0.249
O1 -1.385 1.010 3.261
O2 -1.536 -2.734 1.752
O3 1.940 0.490 -2.391
O4 -2.733 -1.134 -2.845
O5 -0.891 0.998 -3.050
O6 -2.033 3.279 1.692
O7 0.581 -1.315 3.043
O8 0.053 4.011 0.406
O9 2.670 0.798 0.205
O10 2.200 -2.174 -1.287
O11 -0.533 -2.602 -1.281
H1 -1.303 -2.605 0.833
H2 -1.938 2.381 2.010
H3 -2.299 3.780 2.463
H4 -1.062 1.870 -2.694
H5 0.622 3.241 0.396
H6 -2.295 -1.625 -2.150
H7 -2.132 -0.416 -3.046
H8 2.164 1.346 -2.757
H9 1.405 -1.488 2.588
H10 -0.810 0.333 2.904
H11 2.197 0.548 -1.471
H12 2.944 -2.691 -1.594
H13 0.409 -2.453 -1.365
H14 3.332 0.114 0.299
H15 -0.025 -1.971 2.699
H16 -0.821 1.521 3.842
H17 2.289 -1.334 -1.737
H18 -0.741 3.716 0.852
H19 0.058 0.894 -2.986
H20 -1.539 -3.684 1.869
H21 -0.619 -3.551 -1.190
H22 2.781 1.349 0.980